(1)
Computed, not measured: a molecular structure, C17H48BeF3N2O15S4, with ωB97M-V/def2-TZVPD.

Properties
LUMO energy: -14.90 eV
Calculated total energy: -103958.76612 eV
E_HOMO: -16.47 eV
Molecular weight: 714.84 g/mol

Geometry as ORCA input:
```
! wB97M-V def2-TZVPD RIJCOSX def2/J DEFGRID3
* xyz 3 1
H -26.8073 14.8624 17.0811
F -36.5983 10.5681 18.1382
H -29.4854 6.2029 21.1190
C -34.4515 11.4928 17.7165
C -25.5712 9.7393 21.5554
H -27.6200 10.4584 19.0056
N -24.2185 11.1947 17.8197
O -34.4113 11.1592 16.5707
H -28.4716 8.2288 18.0385
C -25.1322 9.5203 26.1497
H -27.7515 6.2621 14.7292
C -31.7612 14.0794 15.7572
O -25.6485 4.8017 17.1295
H -29.0004 14.3766 18.9673
H -23.3708 11.6799 18.1224
C -32.1050 11.3535 17.9732
O -33.3940 11.7072 18.5022
H -25.5598 10.4786 26.4557
H -28.9643 7.7409 16.4901
C -29.4929 8.3416 21.1032
H -28.2994 11.8608 18.0569
H -29.3868 16.0677 19.4806
C -28.7673 7.0098 20.9816
F -36.4391 12.7047 18.2119
O -29.2717 15.5871 16.5076
H -32.5257 16.0418 15.4358
S -26.7279 5.6311 16.7319
O -26.0505 6.1324 23.4282
H -26.5051 5.0612 20.1770
C -29.7731 15.1389 19.0606
H -26.1189 10.0894 20.6791
H -31.0279 14.1856 14.9558
O -31.2288 16.7081 17.5403
H -28.7810 9.1653 20.9728
H -31.5666 10.4767 19.9363
C -26.9251 8.2686 16.5032
O -27.9955 5.4296 17.3549
H -28.5282 11.8281 19.7353
C -25.4853 9.3355 24.6809
H -27.8467 14.1468 16.0930
H -26.3952 9.2157 16.6808
H -24.5000 9.8469 21.4024
C -25.8452 5.5269 20.9096
H -25.5805 8.7948 26.8211
H -32.1420 13.0601 15.7657
S -30.3927 15.5750 17.4374
H -24.0482 9.5978 26.2205
H -26.5238 8.9927 24.7410
H -25.1070 11.4439 18.3324
O -27.4622 10.8236 22.9557
H -32.1920 9.2943 18.7621
H -28.3173 6.9014 19.9883
O -26.2111 7.1682 17.0074
H -24.0983 10.1786 17.8854
O -27.6806 7.0975 21.9144
H -30.6134 10.0190 18.5470
O -26.5502 12.1914 19.1865
H -28.6984 9.4990 16.6884
H -25.9451 8.7950 21.9395
H -27.0462 4.6866 14.5152
C -26.8688 5.6599 14.9620
C -35.8056 11.5673 18.4838
H -30.3220 8.4523 20.4123
H -27.0884 8.2666 15.4204
H -27.1253 13.2446 17.4376
H -26.0407 6.2214 14.5361
H -24.3314 11.5157 16.8559
C -28.3655 8.5078 16.9862
Be -25.6105 14.0235 20.7024
H -25.1200 4.8223 21.3091
S -26.0663 10.9688 22.7393
H -30.5891 14.8139 19.7038
S -26.8989 5.7409 22.3467
H -33.2578 14.8063 14.4456
O -25.2277 10.5817 23.9958
H -32.0412 11.0906 16.9187
F -35.5341 11.4497 19.7891
O -25.5640 12.2718 22.3187
H -29.7896 8.4182 22.1501
H -33.6815 14.8916 16.2290
H -25.4872 6.4756 20.5264
C -31.6436 10.2269 18.8800
H -24.9791 8.4759 24.2382
H -31.4641 12.2287 18.0699
C -27.7872 11.5407 18.9759
C -32.9290 15.0306 15.4585
O -31.2050 14.2478 17.0904
O -27.7647 4.6287 22.5063
H -26.1554 13.7263 16.1712
N -27.0139 13.9418 16.6781
*
```

The molecule's Mulliken atomic charges, reported in e, are given here: atom 1 (H): 0.4005, atom 2 (F): -0.2319, atom 3 (H): 0.3958, atom 4 (C): 0.4126, atom 5 (C): -0.0015, atom 6 (H): 0.0846, atom 7 (N): -0.2549, atom 8 (O): -0.5017, atom 9 (H): -0.0943, atom 10 (C): -1.3318, atom 11 (H): 0.3185, atom 12 (C): -0.3495, atom 13 (O): -0.5899, atom 14 (H): -0.1203, atom 15 (H): 0.4061, atom 16 (C): 0.3518, atom 17 (O): -0.3296, atom 18 (H): 0.3568, atom 19 (H): 0.5443, atom 20 (C): -0.9156, atom 21 (H): 0.3042, atom 22 (H): 0.4771, atom 23 (C): 0.0956, atom 24 (F): -0.2282, atom 25 (O): -0.7737, atom 26 (H): 0.3995, atom 27 (S): 1.1468, atom 28 (O): -0.5971, atom 29 (H): 0.2831, atom 30 (C): -0.6617, atom 31 (H): -0.2470, atom 32 (H): 0.3494, atom 33 (O): -0.5481, atom 34 (H): -0.0357, atom 35 (H): 0.3894, atom 36 (C): -0.2337, atom 37 (O): -0.5514, atom 38 (H): 0.2890, atom 39 (C): -0.1358, atom 40 (H): 0.3839, atom 41 (H): -0.0880, atom 42 (H): 0.5258, atom 43 (C): -0.8270, atom 44 (H): 0.3957, atom 45 (H): 0.3033, atom 46 (S): 1.1152, atom 47 (H): 0.3210, atom 48 (H): 0.2867, atom 49 (H): 0.0585, atom 50 (O): -0.5522, atom 51 (H): 0.4531, atom 52 (H): -0.1473, atom 53 (O): -0.3653, atom 54 (H): 0.3897, atom 55 (O): -0.1565, atom 56 (H): 0.0670, atom 57 (O): -0.5407, atom 58 (H): 0.3796, atom 59 (H): -0.2109, atom 60 (H): 0.3874, atom 61 (C): -0.9558, atom 62 (C): 0.8446, atom 63 (H): 0.3429, atom 64 (H): 0.4226, atom 65 (H): 0.0078, atom 66 (H): 0.3626, atom 67 (H): 0.4014, atom 68 (C): -0.7361, atom 69 (Be): 1.2381, atom 70 (H): 0.4734, atom 71 (S): 1.1341, atom 72 (H): 0.3649, atom 73 (S): 1.0968, atom 74 (H): 0.4120, atom 75 (O): -0.2013, atom 76 (H): 0.3745, atom 77 (F): -0.2366, atom 78 (O): -0.5113, atom 79 (H): 0.4897, atom 80 (H): 0.3075, atom 81 (H): 0.1659, atom 82 (C): -1.0110, atom 83 (H): 0.3755, atom 84 (H): -0.2835, atom 85 (C): -0.6156, atom 86 (C): -1.2288, atom 87 (O): -0.0793, atom 88 (O): -0.6037, atom 89 (H): 0.4037, atom 90 (N): -0.2060

=====

(2)
Computed, not measured: 7 unconnected molecules or ions with the total composition C9H33NO8PS, with ωB97M-V/def2-TZVPD.

Properties
LUMO energy: 2.10 eV
Calculated total energy: -47858.11200 eV
E_HOMO: -2.30 eV
Molecular weight: 346.40 g/mol

Geometry as ORCA input:
```
! wB97M-V def2-TZVPD RIJCOSX def2/J DEFGRID3
* xyz -1 1
H -1.5858 -1.9199 4.0551
C -2.4061 3.9140 -0.4153
C 2.9139 0.3253 3.5385
H -3.2815 4.2805 -0.9566
H 6.0170 -2.4901 0.4085
H -1.5498 4.5566 -0.6341
H -1.3443 2.2936 -0.3391
H -0.4864 -1.2634 1.5169
H 0.4287 -1.6708 2.9919
N 0.1375 -2.4589 -1.0113
H -2.4544 -2.7711 0.5123
H 6.5529 -1.0446 -0.6756
H -3.9464 7.0615 0.9032
H 2.6707 1.5031 2.0177
C 4.2564 -1.0282 -0.2702
H -2.7844 1.6368 -3.8704
O -2.4084 -0.3664 -3.5903
H 5.5180 -2.4759 -1.4995
C -4.2352 6.5674 1.8339
O -1.6049 -1.9681 3.0842
O 3.0471 0.6179 2.1597
P -1.4850 -1.7190 -1.1865
O -3.3501 5.4894 2.0766
H -2.0667 0.7756 -5.2673
H -5.2559 6.1883 1.7411
H 0.9427 -3.9676 -2.3092
H 2.1359 -5.9239 -2.3101
C -0.4946 -1.2294 2.6089
O -2.6203 -2.8843 -0.4792
H -4.1742 7.2827 2.6577
C 5.6980 -1.8412 -0.5137
H -1.0659 1.1626 -3.8433
H 0.5886 -6.7786 -2.5435
H -2.6149 3.9196 0.6573
C 1.0615 -5.8928 -2.1130
H 4.4632 0.0718 -0.6206
H 3.4614 1.0680 4.1241
H -0.5787 -0.1909 2.9383
H 0.9270 -0.4722 -1.4603
O -1.6587 -0.2791 -0.2162
C 1.2090 -1.4006 -0.7923
H -2.2272 0.4198 -0.6795
S 2.9439 -1.9408 -1.2460
C -2.0649 0.8745 -4.1790
H 3.3287 -0.6666 3.7329
H -3.6309 5.0707 2.9080
H 1.1902 -1.1287 0.3459
H -3.2988 -0.5959 -3.9063
H 0.8783 -5.8717 -1.0360
H 1.8565 0.3359 3.8137
O 0.5040 -4.7368 -2.7107
H 4.0682 -1.0298 0.8848
O -2.1251 2.5917 -0.8360
*
```

The molecule's Mulliken atomic charges, reported in e, are given here: atom 1 (H): 0.2460, atom 2 (C): -0.6330, atom 3 (C): -0.5309, atom 4 (H): 0.2067, atom 5 (H): 0.2047, atom 6 (H): 0.2894, atom 7 (H): 0.2594, atom 8 (H): -0.3396, atom 9 (H): 0.2338, atom 10 (N): -0.4159, atom 11 (H): 0.2932, atom 12 (H): 0.2523, atom 13 (H): 0.2116, atom 14 (H): 0.2437, atom 15 (C): 0.0096, atom 16 (H): 0.2332, atom 17 (O): -0.3154, atom 18 (H): 0.2523, atom 19 (C): -0.5506, atom 20 (O): -0.5079, atom 21 (O): -0.4023, atom 22 (P): 0.1309, atom 23 (O): -0.4709, atom 24 (H): 0.2897, atom 25 (H): 0.2627, atom 26 (H): 0.2455, atom 27 (H): 0.2232, atom 28 (C): 0.0239, atom 29 (O): -0.5429, atom 30 (H): 0.2642, atom 31 (C): -0.8297, atom 32 (H): 0.1798, atom 33 (H): 0.2310, atom 34 (H): 0.2719, atom 35 (C): -0.5544, atom 36 (H): 0.2327, atom 37 (H): 0.3009, atom 38 (H): 0.2407, atom 39 (H): 0.1151, atom 40 (O): -0.4398, atom 41 (C): 0.1136, atom 42 (H): 0.3253, atom 43 (S): -0.3445, atom 44 (C): -0.5613, atom 45 (H): 0.2232, atom 46 (H): 0.2724, atom 47 (H): -0.1158, atom 48 (H): 0.2286, atom 49 (H): 0.2446, atom 50 (H): 0.1985, atom 51 (O): -0.4744, atom 52 (H): -0.0281, atom 53 (O): -0.4971

=====

(3)
Computed, not measured: a molecular structure, C21H32HfN12O7PS4, with ωB97M-V/def2-TZVPD.

Properties
LUMO energy (spin up / spin down): 3.87 / 3.86 eV
Calculated total energy: -108452.54338 eV
<S²>: 0.752
E_HOMO (spin up / spin down): -1.47 / -3.40 eV
Molecular weight: 902.30 g/mol

Geometry as ORCA input:
```
! wB97M-V def2-TZVPD RIJCOSX def2/J DEFGRID3
* xyz -2 2
P 11.4482 14.6227 15.9400
C 6.7359 8.8373 15.7982
C 12.2191 11.8680 12.9854
H 7.4055 7.2651 17.0748
H 8.0410 16.1661 12.5493
N 12.8605 11.9838 11.8384
H 9.5487 10.2405 12.6656
H 6.2419 14.0520 11.7206
H 10.1947 14.9346 19.9170
O 11.0285 15.2356 17.3383
C 11.0272 12.2975 18.4552
N 12.6159 11.1832 14.1225
N 10.9851 12.4754 12.8875
S 10.2750 15.2332 14.4410
S 13.3885 14.8303 15.9261
H 7.9278 9.6190 13.1952
H 8.5346 8.9149 18.6163
C 8.0229 9.2419 17.7399
H 7.4725 16.0720 14.2611
O 7.5984 14.2833 13.3070
C 7.3468 15.6819 13.2425
C 8.2927 17.5663 9.7549
C 9.6945 15.6441 19.2575
H 9.6572 14.6411 9.3535
O 6.0428 20.2719 6.7286
N 10.5758 8.5762 15.2718
H 11.5276 11.5722 19.1215
H 11.1908 13.3194 18.8682
H 9.1536 16.0067 17.1746
H 8.2273 10.2002 11.4946
C 8.4732 10.3122 12.5694
H 8.9139 17.9059 10.5743
H 10.0645 15.8248 10.4471
H 6.1948 12.1512 13.3061
C 8.3927 16.2708 9.2648
C 6.5593 18.0984 8.1415
Hf 9.4298 12.6894 14.4065
H 5.9932 16.4628 6.8874
H 8.6893 15.7353 19.6731
O 11.0416 12.9730 16.0602
H 6.5860 11.6022 11.6569
N 9.3171 15.4264 9.8911
N 10.3850 10.6290 14.7451
H 6.1911 6.8599 15.0089
C 6.2529 7.9249 14.6971
C 11.6686 10.3008 14.6763
C 9.6653 15.2579 17.7969
H 12.7318 12.4343 17.1371
O 8.1572 11.6442 12.9768
H 9.9480 12.0909 18.4533
C 7.4251 18.4925 9.1409
C 7.2933 10.9607 16.4077
H 6.2975 15.9289 12.9650
H 7.6611 14.8558 7.8681
H 11.6572 11.1179 16.7725
C 7.5626 15.8741 8.2251
C 6.6390 16.7752 7.6608
H 6.9710 7.9668 13.8537
H 9.2140 14.2828 17.6425
O 4.8385 19.8443 8.8052
C 6.9136 12.1996 12.4905
C 7.3303 8.3400 16.9312
N 9.7143 9.4734 15.0771
S 7.2787 12.6720 16.0262
H 5.2697 8.2114 14.3087
N 11.8324 9.0360 15.0847
H 7.9378 13.7137 11.3455
H 7.4248 19.4639 9.5612
N 6.5959 10.1513 15.6021
C 7.1664 13.6506 12.1196
H 13.5669 10.8882 14.1233
N 8.0154 10.5332 17.4808
O 4.3439 18.4999 6.7889
S 5.3122 19.3059 7.5338
N 10.9248 12.9554 11.6205
H 10.2545 16.5828 19.4148
C 11.6816 12.1416 17.0949
N 12.0394 12.7259 11.0332
*
```

The molecule's Mulliken atomic charges, reported in e, are given here: atom 1 (P): 0.7101, atom 2 (C): 1.2767, atom 3 (C): 0.1648, atom 4 (H): 0.3114, atom 5 (H): 0.2672, atom 6 (N): -0.6764, atom 7 (H): 0.2342, atom 8 (H): 0.7959, atom 9 (H): 0.3206, atom 10 (O): -0.3162, atom 11 (C): -1.1951, atom 12 (N): 0.1759, atom 13 (N): 0.9447, atom 14 (S): -0.5085, atom 15 (S): -0.5279, atom 16 (H): 0.1195, atom 17 (H): 0.4387, atom 18 (C): -0.2383, atom 19 (H): 0.2291, atom 20 (O): -0.0590, atom 21 (C): -0.9746, atom 22 (C): -0.3781, atom 23 (C): -1.4219, atom 24 (H): 0.2054, atom 25 (O): -0.6876, atom 26 (N): -0.8885, atom 27 (H): 0.4370, atom 28 (H): 0.1889, atom 29 (H): 0.3352, atom 30 (H): 0.4115, atom 31 (C): -1.1457, atom 32 (H): 0.3223, atom 33 (H): 0.1693, atom 34 (H): 0.1424, atom 35 (C): 0.6544, atom 36 (C): -0.1599, atom 37 (Hf): 0.1569, atom 38 (H): 0.5074, atom 39 (H): 0.3799, atom 40 (O): -0.4869, atom 41 (H): 0.6250, atom 42 (N): -0.3616, atom 43 (N): 0.8637, atom 44 (H): 0.3995, atom 45 (C): -1.3069, atom 46 (C): -0.1341, atom 47 (C): 0.2818, atom 48 (H): 0.4356, atom 49 (O): 1.0978, atom 50 (H): 0.2437, atom 51 (C): -0.7632, atom 52 (C): 0.1638, atom 53 (H): 0.3705, atom 54 (H): 0.3264, atom 55 (H): 0.4320, atom 56 (C): -0.4901, atom 57 (C): -0.5602, atom 58 (H): 0.2372, atom 59 (H): 0.0025, atom 60 (O): -0.7037, atom 61 (C): -1.1496, atom 62 (C): -0.8534, atom 63 (N): 0.2062, atom 64 (S): -0.5588, atom 65 (H): 0.3185, atom 66 (N): -0.6787, atom 67 (H): -0.0570, atom 68 (H): 0.3659, atom 69 (N): -0.3432, atom 70 (C): -0.1894, atom 71 (H): 0.3242, atom 72 (N): -0.3254, atom 73 (O): -0.7167, atom 74 (S): 1.2448, atom 75 (N): -0.1533, atom 76 (H): 0.3121, atom 77 (C): -0.3947, atom 78 (N): -0.7460